# 1
{
  "formula": "C12H27B3F4O13P2",
  "method": "the ωB97M-V functional and the def2-TZVPD basis",
  "spin_multiplicity": 1,
  "elements": ["C", "C", "O", "O", "C", "C", "B", "O", "B", "O", "B", "C", "F", "F", "C", "F", "F", "O", "H", "H", "H", "H", "H", "H", "H", "H", "H", "C", "O", "P", "O", "O", "C", "O", "C", "H", "H", "H", "H", "H", "H", "H", "H", "H", "C", "O", "P", "O", "O", "C", "O", "C", "H", "H", "H", "H", "H", "H", "H", "H", "H"],
  "xyz": [[-4.63658, -0.98547, 1.82673], [-4.24604, -2.09759, 0.89073], [-5.06339, -2.76287, 0.33847], [-2.91591, -2.29056, 0.66454], [-2.25891, -2.94297, 1.77588], [-1.48311, -4.14036, 1.22927], [-1.37767, -5.33794, 2.23240], [-1.38277, -6.63645, 1.72190], [-2.14754, -7.39271, 2.58378], [-1.62805, -7.50942, 3.87214], [-1.55111, -6.24145, 4.39162], [-1.77623, -6.11391, 5.98534], [-2.91285, -6.81080, 6.29087], [-1.86428, -4.82553, 6.39782], [-0.57229, -6.76436, 6.67554], [0.54378, -6.22761, 6.09581], [-0.56854, -6.51214, 7.99564], [-1.26365, -5.14902, 3.61075], [-5.70665, -1.03296, 1.98940], [-4.07118, -1.08944, 2.74980], [-4.41954, -0.04120, 1.32729], [-2.95932, -3.20330, 2.56641], [-1.53394, -2.21965, 2.15157], [-2.04881, -4.52499, 0.37948], [-0.49476, -3.86936, 0.85676], [-3.21560, -7.82378, 2.30215], [-0.54668, -7.83655, 6.47868], [0.53658, 4.39717, -0.69613], [-0.68025, 3.81628, -0.17400], [-0.58527, 2.38869, 0.59410], [-1.98391, 1.93239, 0.68750], [0.02513, 2.97913, 1.96335], [-0.85071, 3.69792, 2.82979], [0.36171, 1.09822, 0.68325], [0.03222, -0.00893, -0.17665], [0.29595, 5.36421, -1.12648], [1.26614, 4.53643, 0.10418], [0.96121, 3.76147, -1.47198], [-1.89700, 3.48763, 2.61115], [-0.66839, 4.76926, 2.73111], [-0.62915, 3.39344, 3.85070], [-0.27898, 0.32372, -1.16465], [-0.76537, -0.59260, 0.27922], [0.91942, -0.63067, -0.27477], [4.25780, 2.21271, -6.28889], [3.54368, 3.06758, -5.37435], [3.97755, 4.65916, -5.26916], [3.24079, 5.04977, -4.04158], [3.19951, 5.01036, -6.64787], [1.77668, 4.92050, -6.65735], [4.92623, 5.94118, -5.57512], [5.74275, 6.43203, -4.49629], [3.79394, 1.23093, -6.25146], [4.19282, 2.59924, -7.30849], [5.30375, 2.11834, -5.99737], [1.36505, 4.93398, -5.64881], [1.46705, 4.00407, -7.16280], [1.39706, 5.77621, -7.21180], [6.17028, 5.62445, -3.90581], [5.13935, 7.07235, -3.85722], [6.54804, 7.01573, -4.93610]],
  "forces_ev_per_a": [[0.3, -0.2, -0.4], [-0.6, 0.5, 0.2], [-0.3, -0.6, -0.6], [0.1, -0.2, 0.4], [1.2, 0.6, -0.6], [-0.7, -0.5, 0.3], [1.2, 0.5, -0.7], [-1.2, 0.5, 0.3], [1.0, -0.8, -0.2], [-1.1, 0.4, 0.1], [0.8, 0.1, 0.6], [0.8, -0.2, -0.9], [0.0, 0.3, 0.5], [-0.4, -0.1, 0.2], [-0.4, -0.1, -0.2], [0.0, 0.1, 0.3], [0.2, 0.0, 0.0], [-1.0, -0.4, -0.1], [0.0, -0.1, 0.2], [0.0, 0.4, 0.1], [0.3, 0.1, 0.2], [-0.1, -0.1, 0.0], [-0.2, 0.0, 0.5], [0.1, 0.0, -0.1], [0.0, 0.2, 0.0], [0.1, -0.3, -0.1], [-0.1, -0.1, 0.2], [0.1, 0.1, 0.1], [1.5, -1.5, -1.5], [-2.6, 0.8, 4.2], [0.1, -0.1, -0.7], [0.2, -0.4, 0.1], [0.0, 0.3, 0.0], [0.7, 0.9, -2.0], [0.0, -0.3, -0.1], [-0.2, 0.0, 0.0], [0.0, 0.0, 0.0], [0.0, 0.1, 0.0], [0.0, -0.1, -0.1], [0.0, 0.0, 0.0], [0.0, 0.0, 0.0], [-0.1, 0.0, 0.0], [-0.1, 0.1, 0.0], [0.1, 0.1, 0.1], [-0.2, 0.0, -0.2], [3.2, -0.2, 0.2], [-6.4, 2.8, -0.4], [0.9, -0.5, 0.4], [0.2, 0.3, -0.3], [-0.1, -0.3, -0.2], [2.1, -2.1, 0.2], [0.2, 0.2, 0.0], [-0.1, 0.0, 0.1], [0.0, 0.0, 0.0], [0.0, -0.1, 0.0], [0.1, 0.0, 0.0], [0.0, 0.0, 0.0], [0.0, 0.0, 0.0], [0.0, 0.0, 0.1], [-0.1, -0.1, 0.0], [0.0, -0.1, -0.1]],
  "mulliken_charge": [-0.76, 0.62, -0.56, -0.30, -0.53, -0.59, 0.31, -0.35, 0.66, -0.42, 0.26, 0.77, -0.30, -0.29, 0.16, -0.25, -0.26, -0.52, 0.34, 0.30, 0.22, 0.57, 0.22, 0.27, 0.27, -0.08, 0.26, -0.65, -0.29, 1.06, -0.60, -0.36, -0.68, -0.29, -0.72, 0.22, 0.32, 0.28, 0.34, 0.24, 0.23, 0.37, 0.27, 0.29, -0.69, -0.26, 1.00, -0.59, -0.36, -0.60, -0.30, -0.64, 0.23, 0.33, 0.29, 0.30, 0.22, 0.23, 0.33, 0.27, 0.24]
}

# 2
{
  "formula": "C6H15NOS",
  "method": "the ωB97M-V functional and the def2-TZVPD basis",
  "spin_multiplicity": 1,
  "smiles": "CC(=O)N(C)C.CSC",
  "relative_energy_ev": 0.5687,
  "elements": ["C", "C", "O", "N", "C", "C", "H", "H", "H", "H", "H", "H", "H", "H", "H", "C", "S", "C", "H", "H", "H", "H", "H", "H"],
  "xyz": [[-1.52178, 1.39579, 0.19960], [-0.68454, 0.27417, 0.78385], [0.14456, 0.49997, 1.66417], [-0.90735, -0.98947, 0.30204], [-1.75068, -1.30283, -0.83406], [-0.08277, -2.08245, 0.77773], [-1.23894, 2.32364, 0.72469], [-2.60115, 1.22311, 0.34714], [-1.33104, 1.52955, -0.87851], [-1.14173, -1.51514, -1.72891], [-2.35623, -2.19477, -0.60087], [-2.43125, -0.46534, -1.06223], [0.46346, -1.76231, 1.68093], [-0.71244, -2.95029, 1.03649], [0.65057, -2.39473, 0.01529], [1.20057, 2.16619, -0.52139], [1.18599, 0.53018, -1.27306], [2.21889, -0.31613, -0.06533], [0.59428, 2.83760, -1.15245], [2.22423, 2.57205, -0.45813], [0.76590, 2.14840, 0.49219], [3.22500, 0.13250, -0.00992], [1.76668, -0.29115, 0.94041], [2.31977, -1.36856, -0.37967]],
  "forces_ev_per_a": [[-0.4, 0.5, 0.1], [-0.2, -0.4, 0.0], [-1.0, -0.1, 0.2], [-0.2, 0.0, 0.6], [-0.3, 0.2, 0.0], [0.0, -0.3, 0.4], [-0.3, -0.5, -0.2], [0.4, 0.0, 0.0], [-0.2, -0.1, 0.5], [-0.1, 0.1, 0.2], [0.2, 0.3, -0.1], [0.4, -0.5, 0.1], [-0.3, -0.2, -0.5], [0.1, 0.3, -0.1], [-0.4, 0.0, 0.2], [0.2, 0.8, 0.1], [0.8, 0.3, -0.2], [0.8, -0.3, 0.3], [0.3, -0.3, 0.2], [-0.3, -0.2, -0.2], [0.5, 0.0, -0.6], [-0.4, -0.1, -0.2], [0.3, 0.1, -0.7], [0.1, 0.5, 0.0]],
  "mulliken_charge": [-1.62, 0.76, -0.64, 0.20, -0.91, -1.06, 0.38, 0.49, 0.38, 0.28, 0.32, 0.32, 0.39, 0.34, 0.28, -0.78, -0.05, -0.75, 0.28, 0.36, 0.18, 0.38, 0.22, 0.24]
}

# 3
{
  "formula": "C4H8N2O",
  "method": "the ωB97M-V functional and the def2-TZVPD basis",
  "spin_multiplicity": 1,
  "relative_energy_ev": 3.6668,
  "elements": ["C", "C", "C", "N", "C", "O", "N", "H", "H", "H", "H", "H", "H", "H", "H"],
  "xyz": [[-1.73956, -1.52439, -0.65301], [-0.46969, -0.82160, -0.49542], [-0.64898, 0.60002, -0.09849], [0.28105, 0.97308, 0.93954], [1.65820, 0.91317, 0.84206], [2.36911, 1.26573, 1.76478], [2.12599, 0.51083, -0.39214], [-2.63180, -0.92342, -0.89075], [-1.66880, -2.43484, -1.25181], [-1.85701, -1.84628, 0.40549], [-0.44616, 1.17440, -1.02253], [-1.66191, 0.89693, 0.21682], [-0.06864, 1.04636, 1.88011], [1.62878, -0.28308, -0.80550], [3.12941, 0.45308, -0.43915]],
  "forces_ev_per_a": [[0.1, 0.0, -0.2], [-0.5, 0.0, -0.1], [0.0, -0.2, 0.0], [0.2, 0.1, 0.2], [0.0, 0.2, 0.0], [0.0, -0.1, -0.1], [-0.2, -0.2, -0.2], [0.1, -0.1, 0.0], [-0.1, 0.1, 0.1], [0.0, 0.0, -0.1], [0.0, -0.1, 0.0], [0.1, -0.1, 0.0], [0.1, 0.1, -0.1], [0.1, 0.4, 0.2], [0.0, 0.0, 0.1]],
  "mulliken_charge": [-0.96, -0.24, -0.41, -0.13, 0.41, -0.63, -0.42, 0.33, 0.29, 0.29, 0.29, 0.38, 0.26, 0.28, 0.27]
}

no.,molar mass (g/mol),E_tot (eV)
1,549.711,-70983.5742
2,149.259,-20837.7886
3,100.121,-9302.7264